[1]
Formula: C10H23N2O5PS
Source: the Open Molecules 2025 dataset
Level of theory: ωB97M-V/def2-TZVPD

Its total charge is 0. The calculation puts the frontier orbital gap at 9.300 eV. The calculation puts the total energy at -44085.3182 eV. The value obtained for the HOMO energy is -8.8 eV. As for the largest force on an atom: 0.58 eV Å⁻¹.

Cartesian coordinates (Å):
C  2.839  0.548  -1.713
C  3.626  -0.077  -2.875
P  3.573  -1.913  -2.987
C  4.131  -2.337  -1.307
O  1.852  -2.029  -2.915
C  1.185  -2.829  -2.095
O  1.585  -3.804  -1.530
O  -0.138  -2.426  -1.992
S  -0.355  -1.286  -0.801
H  2.232  -0.195  -1.193
H  2.148  1.312  -2.083
H  3.497  0.992  -0.963
H  3.196  0.253  -3.828
H  4.686  0.198  -2.875
H  4.008  -3.401  -1.099
H  3.678  -1.749  -0.504
H  5.209  -2.120  -1.343
H  -0.497  -0.182  -1.557
C  -4.911  -0.608  0.538
N  -3.759  0.263  0.423
C  -3.707  1.564  0.044
C  -5.010  2.242  -0.313
O  -2.637  2.152  -0.004
H  -5.016  -0.978  1.558
H  -4.813  -1.466  -0.129
H  -5.815  -0.069  0.274
H  -2.849  -0.118  0.632
H  -4.789  3.268  -0.591
H  -5.494  1.741  -1.151
H  -5.696  2.242  0.535
C  -0.236  2.160  2.639
N  0.764  1.496  1.828
C  1.439  0.345  2.089
C  1.132  -0.366  3.386
O  2.246  -0.093  1.286
H  -1.182  2.237  2.100
H  0.088  3.166  2.907
H  -0.406  1.601  3.554
H  1.010  1.915  0.944
H  1.745  -1.261  3.430
H  1.362  0.267  4.244
H  0.081  -0.652  3.436

[2]
Formula: C9H21IN3O3
Source: the Open Molecules 2025 dataset
Level of theory: ωB97M-V/def2-TZVPD

Its total charge is -1. The calculation puts the frontier orbital gap at 8.081 eV. The calculation puts the total energy at -28386.3698 eV. The value obtained for the HOMO energy is -5.2 eV. As for the largest force on an atom: 5.77 eV Å⁻¹. Its energy relative to the best compared isomer or geometry (same formula, charge and spin) is 6.176 eV.

Cartesian coordinates (Å):
I  0.077  1.321  0.262
C  -1.627  0.236  -2.763
C  -2.810  0.241  -1.775
O  -3.916  0.014  -2.168
N  -2.591  0.658  -0.459
C  -3.581  0.833  0.562
H  -1.777  0.951  -3.571
H  -1.492  -0.754  -3.199
H  -0.648  0.505  -2.366
H  -1.612  0.851  -0.304
H  -3.070  0.696  1.515
H  -4.359  0.072  0.503
H  -3.963  1.852  0.492
C  -0.883  0.211  3.522
C  -0.188  -1.021  3.090
O  -0.070  -1.918  3.914
N  0.287  -0.984  1.862
C  1.343  -1.839  1.300
H  -0.970  0.235  4.608
H  -1.941  0.197  3.259
H  -0.403  1.094  3.101
H  0.004  -0.204  1.286
H  0.820  -2.696  0.876
H  2.138  -1.990  2.031
H  1.852  -1.273  0.520
C  0.906  -0.425  -2.357
C  2.341  -0.343  -1.760
O  3.187  -1.161  -2.110
N  2.646  0.701  -0.993
C  3.896  1.046  -0.345
H  0.162  0.243  -1.925
H  0.694  -1.477  -2.164
H  0.982  -0.309  -3.439
H  1.898  0.991  -0.380
H  4.606  0.235  -0.501
H  3.849  1.251  0.725
H  4.213  1.959  -0.848

[3]
Formula: C45H86F15N3O11
Source: the Open Molecules 2025 dataset
Level of theory: ωB97M-V/def2-TZVPD

Its total charge is -2. The calculation puts the frontier orbital gap at 4.151 eV. The calculation puts the total energy at -115807.5298 eV. The value obtained for the HOMO energy is -1.9 eV. As for the largest force on an atom: 5.41 eV Å⁻¹.

Cartesian coordinates (Å):
C  4.904  -3.470  3.231
C  5.062  -2.082  3.838
C  4.001  -1.093  3.429
C  3.707  -1.025  1.940
N  2.761  0.063  1.494
C  3.295  1.483  1.830
C  3.555  2.250  0.546
C  3.766  1.203  -0.531
C  2.841  0.101  -0.095
C  1.376  -0.108  2.074
C  0.705  -1.420  1.696
C  0.861  -2.462  2.789
H  4.670  -3.656  2.184
H  4.035  -3.898  3.746
H  5.686  -4.187  3.485
H  5.955  -1.652  3.367
H  5.226  -2.060  4.914
H  4.371  -0.150  3.841
H  3.067  -1.285  3.964
H  3.138  -1.942  1.794
H  4.615  -1.039  1.339
H  2.602  2.061  2.440
H  4.292  1.350  2.248
H  2.660  2.834  0.324
H  4.388  2.950  0.598
H  3.608  1.602  -1.536
H  4.819  0.910  -0.504
H  1.833  0.310  -0.445
H  3.259  -0.819  -0.502
H  0.782  0.717  1.673
H  1.420  0.107  3.141
H  0.993  -1.923  0.772
H  -0.357  -1.186  1.610
H  0.843  -1.946  3.757
H  1.714  -3.130  2.700
H  -0.073  -3.015  2.896
C  -4.607  0.940  -0.255
C  -4.314  0.931  1.221
C  -3.914  -0.412  1.829
C  -4.250  -0.616  3.328
N  -3.834  -2.014  3.908
C  -4.280  -2.042  5.406
C  -3.294  -1.173  6.143
C  -1.955  -1.436  5.423
C  -2.301  -1.995  4.050
C  -4.273  -3.131  3.008
C  -5.773  -3.405  2.881
C  -6.044  -4.480  1.809
H  -5.000  1.861  -0.685
H  -5.292  0.176  -0.632
H  -3.686  0.741  -0.809
H  -5.213  1.354  1.690
H  -3.657  1.725  1.587
H  -2.878  -0.695  1.632
H  -4.486  -1.132  1.236
H  -5.330  -0.642  3.467
H  -3.714  0.134  3.906
H  -4.035  -3.076  5.659
H  -5.341  -1.811  5.458
H  -3.215  -1.550  7.161
H  -3.611  -0.138  6.027
H  -1.338  -2.151  5.969
H  -1.288  -0.591  5.265
H  -2.005  -3.018  3.831
H  -1.941  -1.245  3.350
H  -3.876  -4.034  3.475
H  -3.777  -2.933  2.060
H  -6.374  -2.549  2.564
H  -6.145  -3.635  3.882
H  -5.593  -4.174  0.867
H  -7.127  -4.533  1.699
H  -5.731  -5.471  2.135
C  0.004  2.399  -1.137
C  -0.387  0.965  -1.503
O  -0.973  0.217  -0.779
N  -0.134  0.565  -2.990
H  -0.944  0.859  -3.551
H  0.590  1.178  -3.389
C  0.157  -0.914  -3.073
H  -0.352  3.077  -1.909
H  1.097  2.368  -1.164
H  -0.232  2.569  -0.086
H  1.172  -1.165  -2.779
H  -0.152  -1.155  -4.089
H  -0.548  -1.479  -2.468
C  2.509  3.526  -3.578
O  2.342  4.094  -2.247
O  2.310  2.182  -3.476
C  1.923  4.351  -4.683
F  2.694  5.441  -4.841
F  1.950  3.660  -5.828
F  0.662  4.750  -4.456
C  3.114  5.283  -1.944
C  2.678  5.824  -0.602
H  1.746  6.385  -0.553
H  2.640  5.013  0.128
H  3.441  6.482  -0.178
H  3.158  6.046  -2.721
H  4.148  4.931  -1.852
H  3.590  3.572  -3.799
C  -0.792  -4.995  -1.002
O  -0.396  -4.592  -2.306
O  0.282  -5.574  -0.383
C  -1.660  -3.864  -0.417
F  -1.588  -3.945  0.948
F  -1.164  -2.618  -0.629
F  -2.891  -3.956  -0.906
C  -0.223  -5.510  -3.341
C  0.842  -4.957  -4.252
H  1.232  -5.672  -4.977
H  0.374  -4.096  -4.734
H  1.698  -4.680  -3.637
H  -1.166  -5.711  -3.860
H  0.204  -6.445  -2.963
H  -1.460  -5.853  -1.195
C  5.352  -3.633  -3.318
O  6.731  -3.331  -3.532
O  5.181  -4.965  -2.980
C  4.892  -2.408  -2.417
F  3.574  -2.529  -2.159
F  5.590  -2.081  -1.294
F  4.985  -1.238  -3.118
C  7.349  -3.706  -4.734
C  8.484  -2.601  -4.854
H  7.915  -1.673  -4.917
H  9.180  -2.565  -4.017
H  9.068  -2.671  -5.776
H  6.742  -3.536  -5.625
H  7.863  -4.667  -4.694
H  4.824  -3.422  -4.258
C  -0.955  3.717  3.221
O  -0.832  5.012  3.832
O  0.151  3.417  2.501
C  -1.247  2.656  4.307
F  -1.311  1.403  3.761
F  -0.300  2.470  5.243
F  -2.409  2.795  5.005
C  -2.040  5.685  4.106
C  -1.877  7.099  4.563
H  -1.122  7.179  5.348
H  -1.441  7.599  3.694
H  -2.801  7.589  4.863
H  -2.797  5.247  4.769
H  -2.628  5.740  3.179
H  -1.812  3.887  2.551
C  -3.568  2.307  -4.429
O  -3.923  2.767  -5.762
O  -2.663  1.324  -4.593
C  -3.193  3.501  -3.472
F  -1.937  3.949  -3.485
F  -4.022  4.518  -3.802
F  -3.493  3.258  -2.159
C  -5.336  2.897  -6.061
C  -5.537  3.618  -7.396
H  -5.573  4.657  -7.067
H  -4.906  3.336  -8.234
H  -6.551  3.368  -7.724
H  -5.785  3.558  -5.320
H  -5.744  1.890  -6.176
H  -4.457  1.853  -3.964

[4]
Formula: C3H5NO2
Source: the Open Molecules 2025 dataset
Level of theory: ωB97M-V/def2-TZVPD

Its total charge is 0. The calculation puts the frontier orbital gap at 9.711 eV. The calculation puts the total energy at -8772.7529 eV. The value obtained for the HOMO energy is -8.9 eV. As for the largest force on an atom: 8.45 eV Å⁻¹. Its energy relative to the best compared isomer or geometry (same formula, charge and spin) is 4.942 eV.

Cartesian coordinates (Å):
C  0.646  -0.251  1.142
N  0.899  0.853  0.489
O  0.629  0.942  -0.758
C  -0.636  0.591  -0.979
C  -1.036  -0.840  -0.472
O  -0.169  -1.154  0.784
H  1.020  -0.516  2.214
H  -0.717  0.649  -2.177
H  -1.437  1.188  -0.429
H  -0.541  -1.517  -1.238
H  -2.144  -1.078  -0.147

[5]
Formula: C4H7NO4S
Source: the Open Molecules 2025 dataset
Level of theory: ωB97M-V/def2-TZVPD

Its total charge is 0. The calculation puts the frontier orbital gap at 9.205 eV. The calculation puts the total energy at -24770.7003 eV. The value obtained for the HOMO energy is -9.5 eV. As for the largest force on an atom: 6.18 eV Å⁻¹. Its energy relative to the best compared isomer or geometry (same formula, charge and spin) is 5.561 eV.

Cartesian coordinates (Å):
C  -0.863  -0.419  1.728
S  -1.465  0.474  0.319
O  -1.689  -0.746  -0.581
O  -2.694  1.268  0.329
C  -0.140  1.377  -0.302
C  0.970  0.804  -0.529
O  2.146  1.503  -0.765
C  1.339  -0.623  -0.512
N  0.941  -1.620  -1.152
O  0.017  -1.466  -2.093
H  -0.894  0.329  2.515
H  -1.552  -1.378  1.918
H  0.355  -0.771  1.648
H  -0.180  2.533  -0.165
H  2.593  0.704  -1.105
H  2.066  -0.845  0.455
H  -0.951  -1.124  -1.709

[6]
Formula: C32H40BBaF4N4O12
Source: the Open Molecules 2025 dataset
Level of theory: ωB97M-V/def2-TZVPD

Its total charge is +1. The calculation puts the frontier orbital gap at 7.481 eV. The calculation puts the total energy at -76594.9044 eV. The value obtained for the HOMO energy is -11.3 eV. As for the largest force on an atom: 2.05 eV Å⁻¹.

Cartesian coordinates (Å):
Ba  -1.365  16.833  -12.221
B  -1.660  13.840  -11.742
F  -2.869  14.576  -11.972
F  -0.902  14.229  -12.864
F  -1.019  14.395  -10.646
F  -1.778  12.478  -11.637
C  0.838  9.928  -8.296
C  1.405  8.734  -8.731
C  0.969  8.133  -9.908
C  0.017  8.789  -10.674
C  -0.534  9.988  -10.261
C  -0.135  10.554  -9.060
N  -0.507  8.126  -11.873
O  -1.395  8.702  -12.471
O  -0.043  7.063  -12.199
H  1.221  10.354  -7.378
H  2.097  8.185  -8.107
H  1.358  7.167  -10.195
H  -1.301  10.476  -10.841
H  -0.477  11.526  -8.728
C  1.936  16.220  -6.160
C  3.092  16.686  -6.778
C  3.129  16.927  -8.143
C  1.991  16.645  -8.884
C  0.831  16.215  -8.282
C  0.779  16.054  -6.915
N  2.054  16.855  -10.330
O  3.065  17.270  -10.829
O  1.053  16.577  -10.997
H  1.963  16.069  -5.090
H  3.980  16.875  -6.192
H  4.043  17.264  -8.610
H  -0.059  16.109  -8.890
H  -0.178  15.730  -6.527
C  -4.303  10.753  -12.713
C  -5.121  9.635  -12.839
C  -6.424  9.798  -13.246
C  -6.890  11.059  -13.601
C  -6.070  12.183  -13.535
C  -4.755  12.003  -13.103
N  -8.287  11.196  -13.989
O  -9.080  10.421  -13.500
O  -8.577  12.080  -14.764
H  -3.284  10.631  -12.372
H  -4.740  8.649  -12.612
H  -7.041  8.922  -13.394
H  -6.466  13.123  -13.889
H  -4.071  12.839  -13.163
C  2.794  13.004  -10.105
C  4.099  13.403  -10.369
C  4.541  13.774  -11.634
C  3.578  13.756  -12.634
C  2.272  13.413  -12.395
C  1.841  13.036  -11.129
N  3.982  14.050  -14.025
O  3.117  14.080  -14.875
O  5.150  14.264  -14.238
H  2.470  12.841  -9.085
H  4.834  13.387  -9.573
H  5.590  13.900  -11.851
H  1.600  13.435  -13.243
H  0.809  12.761  -10.986
C  -3.697  15.705  -14.659
O  -2.445  16.394  -14.729
C  -1.516  15.639  -15.529
C  -0.182  16.403  -15.539
O  0.417  16.569  -14.276
C  1.583  17.394  -14.323
H  -4.360  16.066  -13.877
H  -3.568  14.624  -14.593
H  -4.264  15.829  -15.590
H  -1.817  15.514  -16.569
H  -1.278  14.663  -15.098
H  -0.441  17.325  -16.073
H  0.505  15.771  -16.117
H  2.304  16.892  -14.977
H  1.992  17.532  -13.328
H  1.374  18.362  -14.791
C  -1.958  18.525  -8.836
O  -2.232  17.354  -9.602
C  -3.616  16.997  -9.594
C  -4.449  17.827  -10.516
O  -3.864  17.819  -11.833
C  -4.602  18.638  -12.720
H  -0.909  18.791  -8.967
H  -2.130  18.255  -7.786
H  -2.547  19.422  -9.047
H  -4.073  17.065  -8.600
H  -3.641  15.935  -9.844
H  -4.496  18.880  -10.219
H  -5.477  17.457  -10.529
H  -5.635  18.296  -12.832
H  -4.243  18.468  -13.742
H  -4.532  19.709  -12.537

[7]
Formula: C8H12N2O
Source: the Open Molecules 2025 dataset
Level of theory: ωB97M-V/def2-TZVPD

Its total charge is 0. The calculation puts the frontier orbital gap (spin up / spin down) at 7.311 / 7.312 eV. The calculation puts the total energy at -13514.1466 eV. The value obtained for the HOMO energy (spin up / spin down) is -6.6 / -6.6 eV. As for the largest force on an atom: 3.84 eV Å⁻¹. Its energy relative to the best compared isomer or geometry (same formula, charge and spin) is 4.268 eV.

Cartesian coordinates (Å):
C  0.738  -1.284  1.517
C  -1.225  -0.005  -1.178
C  0.502  -0.302  0.628
C  -1.234  1.388  -1.634
C  -1.043  -1.789  0.509
C  -2.072  -2.735  0.017
C  2.539  1.391  1.134
C  1.404  0.815  0.149
N  -0.618  -0.664  -0.093
N  -1.006  2.396  -0.848
O  -0.233  -2.203  1.469
H  1.516  -1.234  2.302
H  -1.573  -0.735  -1.984
H  -1.553  1.680  -2.674
H  -2.575  -3.388  0.694
H  -1.749  -3.492  -0.671
H  -2.970  -2.295  -0.565
H  2.053  1.423  2.130
H  2.971  2.394  0.723
H  3.280  0.607  0.977
H  1.826  0.632  -0.803
H  0.533  1.533  -0.091
H  -1.200  3.148  -1.491

[8]
Formula: C23H27Br4IrN5O3S
Source: the Open Molecules 2025 dataset
Level of theory: ωB97M-V/def2-TZVPD

Its total charge is +2. The calculation puts the frontier orbital gap (spin up / spin down) at 3.964 / 4.945 eV. The calculation puts the total energy at -331710.4823 eV. The value obtained for the HOMO energy (spin up / spin down) is -12.3 / -12.8 eV. As for the largest force on an atom: 2.50 eV Å⁻¹. Its spin multiplicity is 2.

Cartesian coordinates (Å):
Ir  -0.466  -0.046  -0.179
N  -0.511  1.988  -1.383
C  -0.816  2.052  -2.820
C  -1.552  0.786  -3.263
C  -0.593  -0.328  -3.708
C  -0.966  -1.688  -3.130
N  -0.479  -1.830  -1.747
H  -1.216  2.481  -0.842
H  0.381  2.432  -1.197
H  0.112  2.142  -3.384
H  -1.424  2.936  -3.033
H  -2.245  1.026  -4.069
H  -2.148  0.440  -2.413
H  0.422  -0.101  -3.385
H  -0.579  -0.389  -4.796
H  -0.522  -2.478  -3.747
H  -2.049  -1.819  -3.132
H  0.531  -1.943  -1.794
H  -0.882  -2.668  -1.338
C  -0.018  2.386  3.363
C  -0.918  1.481  2.579
O  -1.075  1.588  1.354
N  -1.573  0.550  3.282
C  -2.404  -0.461  2.662
C  -1.643  -1.746  2.461
C  -1.866  -2.828  3.302
C  -1.159  -4.001  3.103
C  -0.213  -4.034  2.089
C  -0.043  -2.904  1.308
N  -0.756  -1.792  1.467
H  0.350  3.191  2.734
H  0.830  1.804  3.725
H  -0.526  2.800  4.230
H  -1.388  0.460  4.270
H  -2.707  -0.082  1.679
H  -3.281  -0.638  3.289
H  -2.608  -2.755  4.082
H  -1.334  -4.866  3.724
H  0.378  -4.916  1.899
H  0.713  -2.886  0.536
Br  6.808  0.011  -1.288
C  5.116  0.083  -0.469
C  5.009  0.164  0.937
Br  6.564  0.216  1.995
C  3.755  0.196  1.537
Br  3.558  0.288  3.402
C  2.552  0.137  0.790
O  1.406  0.128  1.306
C  2.669  0.057  -0.672
O  1.614  -0.021  -1.352
C  3.963  0.035  -1.246
Br  4.033  -0.096  -3.121
S  -3.417  -1.140  -0.693
C  -4.969  -0.519  -0.394
N  -6.010  -1.071  -1.070
C  -7.294  -0.724  -0.865
C  -7.617  0.221  0.070
C  -6.576  0.845  0.776
C  -5.272  0.492  0.536
H  -5.792  -1.788  -1.757
H  -8.040  -1.218  -1.469
H  -8.645  0.487  0.245
H  -6.798  1.608  1.505
H  -4.461  0.974  1.057

Which of these has the lowest total energy?
C23H27Br4IrN5O3S